[1]
18
Properties=species:S:1:pos:R:3:lowdin_charge:R:1 method="wB97M-V/def2-TZVPD" homo_ha=-0.26056 total_charge=0 homo_lumo_gap_ha=0.297 e_above_lowest_kj_mol=291.1
C -3.121 -0.062 0.515 -0.11
C -1.798 0.405 -0.076 -0.18
C -0.574 0.500 0.600 -0.12
C 0.656 0.529 -0.248 -0.20
C 1.899 0.904 0.031 -0.30
N 2.975 0.560 -0.641 0.05
H -3.796 0.816 0.567 0.07
H -3.563 -0.799 -0.200 0.08
H -2.839 -0.565 1.431 0.06
H -1.731 0.758 -1.089 0.08
H -0.548 0.346 1.663 0.09
H 0.406 0.270 -1.282 0.10
H 2.113 1.728 0.893 0.17
H 3.792 1.157 -0.779 0.10
H 2.899 -0.194 -1.326 0.10
O 1.490 -2.202 0.122 -0.10
H 0.709 -1.874 0.600 0.02
H 1.030 -2.278 -0.781 0.08

=====

[2]
97
Properties=species:S:1:pos:R:3:lowdin_charge:R:1 method="wB97M-V/def2-TZVPD" homo_ha="-0.47361 / -0.48040" total_charge=+2 homo_lumo_gap_ha="0.187 / 0.214"
Pd 0.200 -0.624 -1.253 0.50
O 1.563 -5.658 -5.087 0.13
C 1.372 -4.537 -4.383 -0.26
C 1.132 -3.289 -4.957 0.10
C 0.915 -2.216 -4.120 -0.16
N 0.928 -2.314 -2.793 0.11
C 1.213 -3.502 -2.259 -0.16
C 1.428 -4.639 -2.997 0.11
C 1.318 -3.515 -0.750 -0.42
O 1.250 -4.502 -0.094 0.19
O 1.542 -2.246 -0.273 -0.26
C 0.637 -0.848 -4.713 -0.43
O 0.490 -0.633 -5.870 0.19
O 0.558 0.144 -3.736 -0.21
H 1.526 -5.497 -6.039 0.14
H 1.119 -3.139 -6.031 0.14
H 1.646 -5.584 -2.514 0.15
C -0.534 -0.076 2.096 -0.22
N 0.044 1.084 2.501 -0.14
C 0.453 1.998 1.487 -0.33
P 0.084 1.519 -0.210 1.15
C 0.524 3.026 -1.017 -0.41
C -0.384 3.532 -1.959 -0.12
C -0.129 4.745 -2.570 -0.06
C 1.054 5.427 -2.301 -0.03
C 1.979 4.913 -1.399 -0.04
C 1.713 3.728 -0.741 -0.07
C -3.325 0.505 -0.282 -0.32
C -3.947 1.163 0.769 -0.01
C -4.241 0.471 1.942 -0.06
C -3.962 -0.883 2.052 -0.08
C -3.349 -1.535 0.989 -0.10
C -2.980 -0.845 -0.159 -0.05
C 0.208 1.452 3.882 -0.21
C -0.570 0.858 4.868 -0.01
C -0.436 1.256 6.191 -0.05
C 0.467 2.249 6.543 -0.06
C 1.240 2.839 5.557 -0.05
C 1.117 2.441 4.232 -0.03
P 0.767 -1.317 1.059 1.06
C 0.820 -2.693 2.193 -0.34
C 2.048 -3.240 2.584 -0.07
C 2.065 -4.416 3.308 -0.04
C 0.872 -5.071 3.608 -0.03
C -0.346 -4.537 3.214 -0.05
C -0.375 -3.343 2.510 -0.08
C 2.311 -0.375 1.289 -0.34
C 3.027 0.126 0.196 -0.11
C 4.124 0.955 0.400 -0.06
C 4.511 1.294 1.690 -0.05
C 3.822 0.772 2.782 -0.05
C 2.729 -0.064 2.583 -0.10
H -1.332 0.069 1.360 0.03
H -0.858 -0.708 2.914 0.09
H 1.538 2.181 1.534 0.09
H -0.039 2.969 1.626 0.14
H -1.303 2.992 -2.172 0.06
H -0.852 5.160 -3.260 0.12
H 1.259 6.365 -2.801 0.12
H 2.905 5.439 -1.209 0.12
H 2.434 3.336 -0.033 0.10
H -4.218 2.208 0.686 0.12
H -4.718 0.997 2.759 0.12
H -4.233 -1.428 2.947 0.11
H -3.180 -2.606 1.034 0.11
H -2.495 -1.366 -0.970 0.09
H -1.320 0.115 4.620 0.11
H -1.059 0.792 6.947 0.12
H 0.557 2.568 7.573 0.12
H 1.958 3.608 5.816 0.12
H 1.749 2.906 3.486 0.11
H 2.979 -2.753 2.321 0.12
H 3.011 -4.837 3.624 0.12
H 0.897 -6.008 4.151 0.12
H -1.269 -5.052 3.449 0.12
H -1.325 -2.920 2.196 0.08
H 2.755 -0.148 -0.809 0.09
H 4.679 1.331 -0.452 0.12
H 5.358 1.953 1.848 0.12
H 4.136 1.013 3.792 0.12
H 2.201 -0.468 3.441 0.12
C -3.012 -1.105 -4.014 -0.05
O -1.743 -0.884 -3.359 -0.37
P -1.006 0.543 -3.195 0.80
O -3.044 1.141 -1.465 -0.22
C -3.932 2.199 -1.860 -0.05
O -1.677 1.276 -4.463 -0.32
C -1.020 2.289 -5.257 -0.05
H -3.197 -2.173 -3.966 0.10
H -2.965 -0.780 -5.050 0.09
H -3.801 -0.568 -3.488 0.09
H -4.970 1.891 -1.740 0.11
H -3.728 2.384 -2.912 0.09
H -3.751 3.109 -1.288 0.09
H -1.800 2.820 -5.791 0.10
H -0.346 1.806 -5.958 0.08
H -0.460 2.980 -4.627 0.07

=====

[3]
47
Properties=species:S:1:pos:R:3:lowdin_charge:R:1 method="wB97M-V/def2-TZVPD" homo_ha=-0.30914 total_charge=0 homo_lumo_gap_ha=0.269 e_above_lowest_kj_mol=1707.3
C -7.480 0.841 -1.969 -0.17
C -6.499 1.594 -1.525 -0.33
C -5.735 0.915 -0.346 -0.26
C -6.177 1.026 0.936 0.06
C -5.363 0.044 1.836 0.03
C -4.270 -0.460 1.334 -0.19
N -3.296 -1.177 2.180 0.13
C -2.314 -1.631 1.199 -0.33
N -1.324 -2.392 1.725 0.17
C -0.409 -2.672 0.594 -0.66
S 0.897 -3.530 0.741 1.11
C 1.652 -3.375 -0.656 -0.45
C 3.087 -2.723 -0.648 -0.48
N 4.180 -3.354 -0.712 0.15
N 5.181 -2.298 -0.928 0.20
C 4.653 -1.339 -0.393 -0.45
C 5.190 -0.275 -0.082 -0.11
C 4.439 1.186 0.195 -0.01
C 4.931 2.194 0.627 -0.10
C 6.429 2.312 0.578 -0.27
C 7.029 3.588 0.825 -0.06
C 7.175 1.341 0.150 -0.01
C 6.539 -0.004 -0.218 0.08
O 3.305 -1.609 -0.221 0.17
N -0.645 -2.044 -0.586 -0.06
N -1.545 -1.143 -1.004 0.20
C -2.549 -0.997 0.142 -0.13
C -3.777 -0.299 -0.019 -0.16
C -4.578 0.296 -0.642 -0.10
H -8.031 0.373 -1.319 0.04
H -7.982 1.488 -2.788 0.13
H -6.956 0.018 -2.616 0.14
H -5.732 2.166 -2.143 0.14
H -6.981 2.457 -0.809 0.16
H -7.153 1.382 1.118 0.09
H -5.737 -0.213 2.743 0.07
H -3.460 -1.685 3.132 0.19
H 1.752 -4.421 -0.921 0.08
H 0.994 -2.938 -1.415 0.10
H 3.210 1.067 0.331 0.17
H 4.384 3.134 0.769 0.13
H 6.372 4.638 1.042 0.17
H 7.719 3.557 1.532 0.04
H 7.700 3.980 0.260 0.01
H 8.218 1.188 0.167 0.10
H 7.188 -0.812 -0.310 0.09
H -4.233 0.604 -1.890 0.21

=====

[4]
15
Properties=species:S:1:pos:R:3:lowdin_charge:R:1 method="wB97M-V/def2-TZVPD" homo_ha=-0.51905 total_charge=+1 homo_lumo_gap_ha=0.370 e_above_lowest_kj_mol=0.0
N -0.496 1.696 0.554 0.24
C 0.068 0.351 0.471 -0.29
C -0.870 -0.835 0.091 -0.37
F -1.312 -1.516 1.108 0.10
C 0.220 -1.489 -0.640 -0.08
C 1.004 -0.153 -0.661 -0.72
Br 2.808 0.210 -0.289 0.80
H 0.097 2.388 1.141 0.23
H -1.382 1.600 1.045 0.17
H -0.738 2.083 -0.395 0.21
H 0.680 0.015 1.358 0.17
H -1.671 -0.506 -0.497 0.15
H 0.708 -2.252 0.000 0.16
H 0.015 -1.911 -1.544 0.10
H 0.869 0.317 -1.743 0.14

=====

[5]
28
Properties=species:S:1:pos:R:3:lowdin_charge:R:1 method="wB97M-V/def2-TZVPD" homo_ha="-0.82450 / -0.82421" total_charge=+3 homo_lumo_gap_ha="0.300 / 0.350" multiplicity=4 e_above_lowest_kj_mol=30.3
Cr 0.014 -0.027 0.095 1.24
O 0.264 0.486 2.040 -0.05
H 0.347 1.396 2.385 0.13
H 0.417 -0.108 2.800 0.15
O 2.037 0.255 -0.165 -0.04
H 2.316 0.859 -0.877 0.12
H 2.846 0.047 0.341 0.16
O 1.172 -1.685 -2.133 -0.06
H 2.093 -1.744 -2.434 0.09
H 0.741 -2.443 -2.559 0.09
O -1.997 -1.328 1.619 -0.05
H -2.578 -0.606 1.900 0.08
H -2.503 -2.134 1.828 0.11
O -1.291 -1.106 -1.054 -0.06
H -1.270 -1.075 -2.030 0.13
H -1.866 -1.855 -0.811 0.14
O 0.936 2.751 0.254 -0.05
H 0.356 3.503 0.051 0.09
H 1.578 3.121 0.885 0.10
O -1.752 1.207 0.357 -0.04
H -1.814 2.089 0.766 0.13
H -2.639 1.020 -0.005 0.14
O 0.005 1.081 -1.790 -0.04
H -0.491 1.846 -2.131 0.14
H 0.654 0.859 -2.485 0.12
O 0.655 -1.818 0.887 -0.04
H 0.232 -2.397 1.550 0.14
H 1.539 -2.195 0.715 0.14

=====

[6]
17
Properties=species:S:1:pos:R:3:lowdin_charge:R:1 method="wB97M-V/def2-TZVPD" homo_ha=-0.37727 total_charge=0 homo_lumo_gap_ha=0.409 e_above_lowest_kj_mol=245.0
C 3.458 -0.532 0.364 -0.03
C 2.063 -0.117 -0.013 -0.18
O 1.941 0.708 -1.243 0.14
C 1.640 1.266 -0.106 -0.51
O 1.254 2.270 0.382 0.14
H 3.784 -1.366 -0.253 0.08
H 4.152 0.294 0.233 0.09
H 3.470 -0.843 1.406 0.09
H 1.292 -0.880 0.030 0.13
C -3.868 -0.311 -0.149 -0.15
C -2.709 -0.970 -0.581 -0.15
N -1.668 -0.226 -0.245 0.05
N -2.193 0.819 0.353 -0.08
N -3.502 0.817 0.437 0.05
H -4.892 -0.601 -0.240 0.09
H -2.595 -1.903 -1.091 0.09
H -1.628 1.572 0.716 0.15

=====

Number 1: total energy -327.020469 Ha. Number 2: total energy -3487.913858 Ha. Number 3: total energy -1612.360807 Ha. Number 4: total energy -2885.533775 Ha. Number 5: total energy -1731.386016 Ha. Number 6: total energy -509.406211 Ha.